Record 1
Here is a single C29H37ClN2O3 molecule from OMol25. Energies are from the ωB97M-V functional and the def2-TZVPD basis.

Output
Molecular weight in g mol⁻¹: 497.079
Calculated total energy in eV: -52319.605
Orbital gap in eV: 8.40
LUMO level in eV: 0.2486

```
72
C29H37ClN2O3, DFT the ωB97M-V functional and the def2-TZVPD basis
C 2.852 3.633 -0.421
C 1.608 2.852 -0.849
C 1.852 2.231 -2.225
C 0.401 3.787 -0.895
C -0.900 3.064 -1.185
O -1.814 3.615 -1.765
C -1.001 1.693 -0.695
C 0.025 1.056 -0.086
C 1.326 1.750 0.183
N -0.090 -0.279 0.279
C 0.825 -0.852 1.244
C 2.036 -1.576 0.618
N 3.222 -0.736 0.610
C 4.169 -1.097 -0.434
C 5.314 -0.083 -0.438
O 5.966 -0.035 0.807
C 5.055 0.288 1.829
C 3.910 -0.723 1.891
C -1.043 -1.060 -0.354
C -2.070 -0.483 -1.021
C -3.012 -1.237 -1.837
O -3.893 -0.701 -2.482
C -2.827 -2.741 -1.865
C -2.207 -3.281 -0.580
C -3.146 -3.046 0.605
C -1.941 -4.782 -0.721
C -0.874 -2.552 -0.362
C -2.321 1.000 -0.884
C -3.273 1.203 0.278
C -2.823 1.411 1.575
C -3.722 1.526 2.621
C -5.083 1.425 2.395
C -5.527 1.213 1.099
Cl -7.225 1.079 0.799
C -4.640 1.105 0.044
H 2.707 4.093 0.554
H 3.070 4.420 -1.139
H 3.717 2.975 -0.365
H 2.704 1.555 -2.192
H 2.060 3.008 -2.957
H 0.980 1.675 -2.560
H 0.279 4.279 0.075
H 0.534 4.569 -1.644
H 1.284 2.211 1.177
H 2.149 1.033 0.177
H 0.262 -1.543 1.876
H 1.181 -0.050 1.890
H 2.223 -2.522 1.153
H 1.798 -1.821 -0.419
H 3.661 -1.072 -1.401
H 4.582 -2.108 -0.274
H 6.071 -0.362 -1.173
H 4.913 0.911 -0.689
H 5.624 0.284 2.760
H 4.640 1.293 1.659
H 3.212 -0.434 2.679
H 4.319 -1.720 2.132
H -3.797 -3.201 -2.062
H -2.177 -2.971 -2.715
H -4.092 -3.555 0.439
H -3.351 -1.986 0.740
H -2.708 -3.434 1.523
H -2.873 -5.315 -0.894
H -1.274 -4.982 -1.557
H -1.485 -5.178 0.184
H -0.426 -2.908 0.566
H -0.192 -2.824 -1.176
H -2.807 1.375 -1.790
H -1.765 1.494 1.773
H -3.361 1.695 3.625
H -5.789 1.512 3.205
H -5.001 0.933 -0.958
```

=====

Record 2
Here is 6 unconnected molecules or ions with the total composition C6H24NO5S in a non-equilibrium geometry from OMol25. Energies are from the ωB97M-V functional and the def2-TZVPD basis.

Output
Molecular weight in g mol⁻¹: 222.327
Energy above the lowest of the compared OMol25 structures with the same formula, charge and spin in kcal per mole: 105.8
Calculated total energy in eV: -29172.805
Total charge: -1
Orbital gap in eV: 6.52
LUMO level in eV: 3.0698

```
37
C6H24NO5S, DFT the ωB97M-V functional and the def2-TZVPD basis
C 0.072 1.055 -2.561
C -1.427 0.999 -2.461
S -1.904 -0.707 -2.749
C 0.674 1.221 -1.092
N -0.069 2.043 -0.170
C -2.329 2.362 1.030
C -1.175 1.400 0.683
C -0.305 0.956 1.968
H 0.431 1.959 -3.298
H 0.416 0.144 -3.046
H -1.836 1.288 -1.470
H -1.813 1.756 -3.215
H 1.687 1.643 -1.308
H 0.907 0.381 -0.585
H -0.225 3.017 -0.446
H -2.266 3.291 0.480
H -3.402 2.012 0.645
H -2.348 2.537 2.129
H -1.525 0.374 0.191
H -0.655 -0.175 2.170
H 0.773 0.948 1.684
H -0.246 1.657 2.845
H 1.543 -2.247 -0.317
H 0.606 -2.955 0.370
O 1.395 -2.457 0.617
H 2.517 -2.150 1.814
H 3.511 -0.975 1.647
O 3.208 -1.707 2.334
H -1.456 -3.574 -0.817
H -1.425 -1.880 -0.828
O -1.012 -2.817 -0.557
H 0.564 -2.068 -1.921
H 1.542 -3.180 -2.505
O 1.526 -2.470 -1.981
H 2.027 -0.825 3.661
H 0.703 -0.650 3.306
O 1.320 -0.204 3.752
```

=====

Record 3
Here is a molecular structure, C4H9N3O in a non-equilibrium geometry from OMol25. Energies are from the ωB97M-V functional and the def2-TZVPD basis.

Output
Molecular weight in g mol⁻¹: 115.136
Energy above the lowest of the compared OMol25 structures with the same formula, charge and spin in kcal per mole: 61.9
Calculated total energy in eV: -10809.778
Orbital gap in eV: 8.67
LUMO level in eV: 0.8744

```
17
C4H9N3O, DFT the ωB97M-V functional and the def2-TZVPD basis
C -0.279 -1.673 0.699
C 0.322 2.165 -0.075
N -1.433 -0.830 0.968
C 0.194 -0.861 -0.883
N 1.548 -0.816 -1.092
C -1.088 0.489 0.897
N -0.196 0.829 0.038
O -0.618 -1.005 -1.777
H -2.216 -1.070 0.365
H 1.836 -0.839 -2.059
H 2.159 -0.923 -0.301
H 0.527 -1.456 1.404
H -0.564 -2.721 0.592
H -1.559 1.186 1.597
H -0.180 2.851 0.616
H 1.397 2.150 0.104
H 0.150 2.525 -1.092
```

=====

Record 4
Here is a single H6S2Si2 molecule in a non-equilibrium geometry from OMol25. Energies are from the ωB97M-V functional and the def2-TZVPD basis.

Output
Molecular weight in g mol⁻¹: 126.354
Energy above the lowest of the compared OMol25 structures with the same formula, charge and spin in kcal per mole: 20.2
Calculated total energy in eV: -37521.758
Orbital gap in eV: 7.43
LUMO level in eV: -0.8941

```
10
H6S2Si2, DFT the ωB97M-V functional and the def2-TZVPD basis
Si 2.837 0.312 0.011
S 1.238 -1.099 0.101
S -0.653 -0.024 -0.417
Si -2.984 -0.210 0.047
H 3.066 0.825 1.359
H 3.884 -0.612 -0.410
H 2.534 1.348 -0.957
H -3.161 0.606 1.242
H -3.391 0.454 -1.181
H -3.371 -1.600 0.206
```

=====

Record 5
Here is a molecular structure, C25H42CrF5N5S from OMol25. Energies are from the ωB97M-V functional and the def2-TZVPD basis.

Output
Molecular weight in g mol⁻¹: 591.699
Energy above the lowest of the compared OMol25 structures with the same formula, charge and spin in kcal per mole: 35.8
Calculated total energy in eV: -86895.561
Total charge: +1
Orbital gap (spin up / spin down) in eV: 6.89 / 7.94
LUMO level (spin up / spin down) in eV: -3.9935 / -2.9408
2S+1: 4

```
79
C25H42CrF5N5S, DFT the ωB97M-V functional and the def2-TZVPD basis
Cr -0.329 0.356 0.039
C -0.550 -1.495 1.210
C 0.481 -1.783 0.262
C 1.558 -0.861 0.550
C 1.158 -0.120 1.710
C -0.100 -0.538 2.164
C -0.730 -0.272 3.512
C 0.096 0.736 4.312
C -2.171 0.238 3.380
C -0.748 -1.614 4.265
C 2.944 -0.628 -0.062
C 3.778 -1.914 -0.176
C 3.773 0.328 0.812
C 2.809 0.044 -1.440
C 0.410 -3.063 -0.567
C -1.016 -3.642 -0.579
C 1.273 -4.134 0.131
C 0.838 -2.884 -2.029
H -1.422 -2.111 1.370
H 1.791 0.571 2.238
H 0.214 1.676 3.771
H 1.086 0.336 4.540
H -0.404 0.949 5.257
H -2.171 1.271 3.036
H -2.660 0.207 4.353
H -2.753 -0.381 2.692
H 0.257 -2.035 4.329
H -1.396 -2.341 3.774
H -1.119 -1.458 5.278
H 3.771 -2.458 0.769
H 4.811 -1.644 -0.392
H 3.444 -2.570 -0.974
H 3.968 -0.097 1.799
H 3.304 1.304 0.929
H 4.733 0.490 0.324
H 2.100 -0.472 -2.085
H 3.780 0.058 -1.937
H 2.489 1.081 -1.306
H -1.299 -4.035 0.398
H -1.049 -4.472 -1.283
H -1.756 -2.912 -0.896
H 1.051 -4.159 1.200
H 2.337 -3.971 0.005
H 1.031 -5.112 -0.285
H 0.194 -2.161 -2.534
H 0.744 -3.838 -2.548
H 1.870 -2.562 -2.128
N -2.538 0.985 0.031
N -3.057 2.205 0.507
C -3.229 3.227 -0.380
N -3.508 4.420 0.139
S -3.199 2.944 -2.030
H -2.729 1.087 -0.988
H -3.134 0.240 0.383
H -2.876 2.402 1.476
H -3.441 4.610 1.125
H -3.671 5.192 -0.480
F 0.207 2.403 -0.357
C -0.199 3.382 0.704
F -0.530 2.435 1.727
C 1.148 3.902 1.168
F 0.984 4.804 2.136
F 1.803 4.475 0.151
F 1.989 2.940 1.674
C 0.332 2.207 -5.100
C -0.303 1.336 -4.078
C -1.364 0.457 -4.169
C -1.557 -0.045 -2.881
N -0.649 0.471 -2.045
N 0.100 1.304 -2.802
C -2.626 -0.994 -2.461
H 0.214 1.770 -6.088
H 1.393 2.349 -4.893
H -0.147 3.187 -5.109
H -1.940 0.225 -5.048
H 0.818 1.878 -2.393
H -2.576 -1.907 -3.054
H -3.603 -0.543 -2.645
H -2.534 -1.250 -1.408
```

=====

Record 6
Here is a gas-phase ion, C5H13NP (charge +1) in a non-equilibrium geometry from OMol25. Energies are from the ωB97M-V functional and the def2-TZVPD basis.

Output
Molecular weight in g mol⁻¹: 118.140
Energy above the lowest of the compared OMol25 structures with the same formula, charge and spin in kcal per mole: 114.8
Calculated total energy in eV: -16162.644
Total charge: +1
Orbital gap (spin up / spin down) in eV: 7.72 / 7.36
LUMO level (spin up / spin down) in eV: -4.8526 / -5.0837

```
20
C5H13NP, DFT the ωB97M-V functional and the def2-TZVPD basis
C 1.476 -1.376 2.870
P 0.512 -0.282 1.993
C -0.351 -0.892 0.519
N -0.499 0.176 -0.637
C -1.160 -0.511 -1.756
C 0.939 0.388 -1.104
C -1.031 1.650 -0.258
H 1.533 -1.439 3.917
H 2.215 -1.687 2.227
H -0.388 0.336 2.843
H 0.440 -1.618 0.153
H -1.009 0.074 -2.709
H -0.932 -1.496 -2.014
H -2.233 -0.562 -1.757
H 1.604 -0.406 -1.356
H 0.788 1.010 -2.027
H 1.460 0.815 -0.352
H -0.680 1.896 0.807
H -0.570 2.333 -1.031
H -2.115 1.591 -0.328
```